1.
{"formula": "CHN2O2P", "method": "ωB97M-V with the def2-TZVPD basis set", "elements": ["O", "N", "P", "N", "H", "O", "C"], "positions_angstrom": [[-1.461937, 1.451951, -0.644285], [-1.417047, 0.460185, 0.000979], [0.711534, 0.163224, 1.012416], [1.853288, -1.857683, -0.721217], [1.145078, 1.225941, 0.200354], [-2.185577, -0.405001, 0.242787], [1.354663, -1.038616, -0.091034]], "forces_ev_per_angstrom": [[-0.6178, 0.2933, -0.2960], [3.2342, -0.6969, 1.2891], [-2.0106, 0.6510, -0.4239], [0.1827, -0.4008, -0.3061], [0.0697, 0.1511, -0.0091], [-0.6906, -0.0022, -0.2013], [-0.1675, 0.0045, -0.0528]], "homo_ev": [-10.04, -10.04], "total_charge": 0, "gap_ev": [7.93, 7.94]}


2.
{"formula": "C2H3N3O2", "method": "ωB97M-V with the def2-TZVPD basis set", "elements": ["C", "O", "N", "O", "H", "H", "N", "H", "C", "N"], "positions_angstrom": [[1.484858, 0.263759, -0.327222], [0.010544, 0.670503, 1.236366], [1.241329, 1.191912, 0.665837], [-1.725776, -0.376739, 0.484915], [2.471637, 0.499546, -0.747297], [0.290622, -1.533667, -2.339335], [-0.322316, -1.319215, -1.444654], [-1.570190, -1.432985, 0.381565], [0.205823, -0.480800, -0.700535], [-0.578198, 0.330053, 0.079012]], "forces_ev_per_angstrom": [[0.3300, 4.3461, 1.6846], [2.3640, 3.0256, 0.3032], [0.5907, -5.4158, -1.4411], [-0.3020, -2.2726, -0.4043], [-0.6078, -0.8337, -0.4881], [-1.2868, -0.0075, 2.7075], [1.4822, -1.5431, -3.9249], [-0.0795, 3.4689, 0.0334], [2.9445, 2.5413, 0.6887], [-5.4354, -3.3092, 0.8410]], "homo_ev": -9.83, "total_charge": 0, "smiles": "[H]/N=c1\\cnon1O", "gap_ev": 9.07}


3.
{"formula": "C37H41AuN13S", "method": "ωB97M-V with the def2-TZVPD basis set", "elements": ["H", "H", "H", "H", "H", "N", "H", "N", "Au", "H", "C", "N", "C", "H", "H", "H", "C", "C", "C", "C", "C", "H", "C", "H", "C", "H", "N", "C", "H", "N", "N", "H", "H", "C", "H", "H", "C", "C", "C", "H", "N", "N", "C", "C", "C", "H", "C", "C", "N", "H", "C", "H", "N", "H", "H", "H", "C", "H", "H", "H", "C", "C", "H", "H", "N", "H", "C", "N", "H", "C", "C", "C", "H", "H", "C", "H", "H", "N", "H", "C", "H", "H", "C", "C", "S", "C", "C", "C", "H", "H", "C", "C", "C"], "positions_angstrom": [[1.148282, -2.252762, -3.374082], [-0.862511, -4.370521, -2.195436], [1.025183, -2.882642, 3.353439], [-2.713430, 0.269077, 3.701160], [-1.216323, -4.254169, 2.760074], [-0.722910, -0.032748, 3.105951], [-2.339052, 0.283876, -4.958376], [4.197866, -0.762021, 2.518908], [-0.605813, 0.176269, -0.256715], [3.402792, -5.454637, 0.922126], [4.050281, -0.317548, 1.463672], [5.628888, 0.824824, -1.543219], [2.353861, -3.814157, -2.519182], [1.111274, 0.492858, 2.144198], [-3.139098, -0.725882, -3.737130], [-3.271512, 5.841751, 0.971452], [1.409991, -2.777306, -2.458744], [-0.791105, -1.322931, 2.562530], [-0.125663, 0.799296, -3.344042], [-5.669772, -3.694215, 2.163676], [2.663370, -4.672041, 1.036088], [-1.347948, -3.803449, -4.630600], [0.745358, -2.625719, 1.272878], [-7.198705, -4.677997, 5.023861], [-6.414005, -2.713515, 4.644904], [-3.087025, 1.912495, 1.970579], [-0.188721, -1.365178, -1.483612], [-2.422142, 5.219819, 0.719799], [-4.523569, -1.944386, 0.639936], [-0.115687, -1.531831, 1.475538], [-2.422166, 1.160359, 1.814247], [-1.313750, -2.083280, -5.038691], [0.565320, 2.959092, -0.172601], [-6.694555, -4.033402, 4.315681], [-1.634822, 1.696593, 3.704022], [-5.567384, -0.843809, 3.989388], [-2.423278, 0.076949, -3.891534], [-1.936462, -3.463877, 2.535257], [1.303161, -3.243158, 2.368841], [-1.802724, -3.034298, 5.095614], [-1.580980, -2.213744, 3.188506], [-1.121618, -0.274080, -3.327436], [-0.931417, -1.386972, -2.597071], [-0.230462, 4.953913, -0.177867], [-5.386971, -2.379408, 2.505246], [2.793765, -4.091654, -3.469159], [2.243853, -4.277600, 2.265142], [-1.401782, 3.021806, 0.674753], [-4.705955, -1.573903, 1.562446], [-2.925638, -3.765919, 2.881962], [0.597950, 0.634042, 3.089464], [0.458884, 1.700818, 3.244685], [-1.371351, 1.632263, 0.967467], [0.660573, 5.373444, -0.628546], [0.002790, 1.133617, -4.374320], [-0.446865, 1.655713, -2.744061], [-6.328031, -4.515027, 3.067774], [1.225000, 0.237007, 3.887201], [-1.423512, -1.310562, 5.079682], [2.642188, -4.735951, 3.161399], [1.193732, -2.989790, -0.042523], [2.481457, 0.550704, -0.102014], [-2.622679, -4.129965, -2.267713], [-1.254231, 6.847006, -0.040439], [-3.998022, -0.531452, 1.977080], [-1.655927, -3.283105, -1.041166], [-1.667658, -3.643418, -2.068224], [1.364249, 0.776021, -0.349299], [0.828101, 0.439119, -2.966135], [-1.298106, 5.782235, 0.150725], [-1.777122, -2.827859, -4.397855], [-0.276863, 3.594102, 0.078030], [-2.847825, -2.865941, -4.604346], [-5.371246, -4.077287, 1.192324], [2.719623, -4.433228, -1.369935], [-1.959122, -3.315921, 1.455845], [-6.708450, -2.321360, 5.610902], [-1.515281, -2.525319, -2.991013], [-3.420312, 3.471212, 1.373866], [4.814380, 0.563381, -0.769477], [-6.549958, -5.538781, 2.793407], [-2.797073, 0.973381, -3.392509], [-2.487050, 3.850656, 0.969095], [2.177362, -4.028575, -0.123981], [-2.875280, -0.284127, -0.474218], [3.790956, 0.262867, 0.181797], [-5.766310, -1.879217, 3.743739], [0.798829, -2.390423, -1.291948], [3.457734, -5.226138, -1.376606], [-3.065047, -1.875477, 4.658364], [-1.994713, -2.089879, 4.584079], [-3.188215, 0.037211, 1.194755], [-1.877257, 0.760286, 3.213947]], "forces_ev_per_angstrom": [[0.1168, -0.0641, 0.0576], [0.0084, 0.0058, 0.0026], [0.0198, -0.0593, -0.0114], [-0.0505, -0.0428, 0.0063], [0.0164, 0.0032, 0.0010], [0.0646, 0.2579, 0.0290], [0.0050, -0.0258, -0.0252], [-0.0866, 0.0075, -0.2161], [-0.8679, 0.1144, -0.4596], [-0.0195, 0.0278, -0.0070], [-0.0133, 0.2576, -0.1250], [-0.2036, -0.0803, 0.1371], [-0.0501, 0.0652, -0.1459], [-0.0676, -0.0103, 0.0251], [0.0415, 0.0187, 0.0202], [-0.0083, -0.0334, -0.0055], [0.1567, 0.0355, -0.2308], [0.0377, -0.0783, 0.0899], [-0.0964, -0.0208, -0.0343], [-0.0371, -0.1125, -0.0655], [0.0501, -0.0415, -0.0359], [0.0278, 0.0039, 0.0197], [-0.3487, 0.1520, -0.0980], [0.0085, 0.0303, -0.0326], [0.0240, 0.0104, -0.0121], [-0.0924, 0.2626, -0.0116], [0.2844, -0.0489, 0.1883], [-0.1086, -0.1167, 0.0612], [0.0775, -0.0881, -0.0633], [0.6717, -0.2997, -0.0780], [0.1797, -0.1374, -0.2479], [0.0041, 0.0290, 0.0251], [-0.0463, 0.1136, 0.0665], [-0.0007, 0.0456, 0.0379], [-0.0608, 0.1196, 0.0153], [-0.0065, -0.0489, 0.0138], [0.0850, -0.0387, -0.0575], [-0.0115, 0.0575, 0.0429], [-0.0531, -0.0825, 0.2165], [0.0084, 0.0042, -0.0218], [0.0025, -0.0805, 0.1995], [-0.0457, 0.3063, 0.1052], [0.0252, -0.4011, -0.1440], [0.0029, -0.0399, -0.0166], [0.1594, 0.1426, -0.1598], [-0.0304, 0.0342, 0.0397], [-0.0878, 0.0808, 0.1092], [-0.3400, -0.2279, 0.0171], [-0.3625, -0.0845, 0.2152], [0.0320, 0.0115, -0.0190], [-0.1049, -0.0771, 0.0299], [-0.0251, -0.0107, 0.0212], [0.4881, 0.2998, 0.3791], [-0.0251, -0.0285, 0.0039], [-0.0120, -0.0219, -0.0012], [-0.0182, -0.0255, -0.0005], [-0.0056, -0.0255, -0.0503], [-0.0109, -0.0320, 0.0053], [0.0016, 0.0309, -0.0225], [-0.0141, 0.0500, -0.0187], [-0.0738, -0.0023, -0.1303], [0.3051, -0.3847, -0.3693], [-0.0036, 0.0099, -0.0252], [0.0180, -0.0699, 0.0090], [-0.0183, -0.1598, 0.1655], [-0.0267, 0.0110, -0.0651], [-0.1112, 0.0016, -0.0572], [-0.0297, 0.3230, 0.5745], [-0.0480, -0.0251, -0.0204], [0.0955, 0.0220, -0.0485], [0.0257, -0.0492, 0.1503], [0.1559, -0.0791, -0.0429], [0.0064, 0.0037, 0.0037], [-0.0190, 0.0065, 0.0499], [-0.0008, -0.0515, 0.1349], [0.0123, 0.0187, 0.0012], [0.0059, -0.0190, -0.0435], [-0.2518, -0.2504, -0.1330], [-0.0324, 0.0650, 0.0058], [-0.1187, -0.0819, 0.1389], [0.0177, 0.0321, 0.0107], [0.0154, 0.0252, 0.0058], [0.0272, 0.0151, -0.0090], [-0.0505, 0.0455, -0.1227], [0.3510, 0.0493, -0.0535], [0.1528, -0.0249, 0.1386], [0.0006, 0.0525, 0.0670], [0.1576, 0.2501, 0.0262], [-0.0312, 0.0307, 0.0184], [0.0293, -0.0075, -0.0189], [-0.0004, -0.0407, -0.0978], [-0.0146, 0.2592, 0.0219], [0.1667, -0.0686, -0.0490]], "homo_ev": -9.94, "total_charge": 1, "gap_ev": 5.72}


Sequential energy above the lowest of the compared OMol25 structures with the same formula, charge and spin output: 76.3; 744.4; 0.0 kJ/mol